[1]
{
  "formula": "C3H3N5O",
  "method": "wB97M-V/def2-TZVPD",
  "symbols": ["C", "C", "C", "H", "H", "H", "N", "N", "N", "N", "N", "O"],
  "xyz": [[-1.8183, -0.4849, -0.0593], [0.3984, 0.8679, 0.0984], [1.7428, 1.1398, -0.0879], [-0.7809, -2.1149, -0.1598], [-2.8062, -0.9670, -0.2318], [2.3012, 2.1174, -0.0010], [-0.7208, -1.2367, 0.2151], [-1.9920, 0.7920, -0.1236], [2.4356, -0.0655, -0.0359], [1.5905, -1.0413, 0.0770], [0.4230, -0.4672, 0.0617], [-0.7732, 1.4603, 0.2471]],
  "de_lowest_kcal_mol": 79.6,
  "spin_multiplicity": 1,
  "e_tot_ev": -12652.5830,
  "smiles": "C1=NOc2cnnn2N1",
  "total_charge": 0,
  "lumo_energy_ev": 0.494
}

[2]
{
  "formula": "C3H5N3S",
  "method": "wB97M-V/def2-TZVPD",
  "symbols": ["C", "C", "C", "H", "H", "H", "H", "H", "N", "N", "N", "S"],
  "xyz": [[0.9855, -0.1444, -0.3282], [0.6996, -0.4773, 0.9417], [-1.2478, 0.2918, 0.0029], [3.2105, -0.6914, -0.3122], [1.3433, -0.8806, 1.7148], [-1.1687, -0.3038, 1.9892], [-2.6782, 0.9916, -1.0272], [-0.2691, 0.6719, -1.8317], [-0.6486, -0.1983, 1.1393], [-2.4837, 0.6224, -0.0884], [-0.1974, 0.3254, -0.9167], [2.4547, -0.2072, -1.2834]],
  "de_lowest_kcal_mol": 16.0,
  "spin_multiplicity": 1,
  "e_tot_ev": -18497.2058,
  "smiles": "[H]/N=c1/[nH]cc(S)[nH]1",
  "total_charge": 0,
  "lumo_energy_ev": 0.662
}

[3]
{
  "formula": "C6H15N3O",
  "method": "wB97M-V/def2-TZVPD",
  "symbols": ["C", "C", "C", "C", "C", "C", "N", "N", "N", "O", "H", "H", "H", "H", "H", "H", "H", "H", "H", "H", "H", "H", "H", "H", "H"],
  "xyz": [[-1.5836, -1.4853, 0.0344], [-2.7040, -0.5980, -0.5978], [-1.5250, 1.4948, -0.1545], [1.8629, 0.5404, 1.1614], [2.4907, -0.6423, 0.4381], [-0.3422, 0.5761, 0.0790], [-0.3210, -0.6899, 0.1473], [-2.7697, 0.7417, 0.1377], [3.1977, -0.2727, -0.8739], [0.8042, 1.1909, 0.3601], [-1.8503, -1.8762, 1.1345], [-1.1292, -2.2956, -0.5950], [-2.3909, -0.2128, -1.5849], [-3.6555, -1.1572, -0.6309], [-1.5367, 2.3811, 0.3982], [-1.3131, 1.8836, -1.2064], [1.5353, 0.1374, 2.0345], [2.6511, 1.4009, 1.4605], [3.2797, -1.0293, 1.1724], [1.6901, -1.4040, 0.1883], [-3.5488, 1.1674, -0.4063], [-2.9285, 0.6486, 1.0929], [3.2437, -1.0138, -1.5277], [4.2371, 0.1796, -0.7614], [2.6061, 0.3348, -1.5005]],
  "de_lowest_kcal_mol": 73.9,
  "spin_multiplicity": 1,
  "e_tot_ev": -12964.7865,
  "smiles": "[NH3+]CCOC1=NCC[NH2+]C1",
  "total_charge": 2,
  "lumo_energy_ev": -6.405
}

[4]
{
  "formula": "C3H6N2S2",
  "method": "wB97M-V/def2-TZVPD",
  "symbols": ["C", "C", "C", "N", "N", "S", "S", "H", "H", "H", "H", "H", "H"],
  "xyz": [[1.9076, -0.4241, -0.0201], [0.2145, 1.1553, 0.5671], [-0.3439, -0.9120, -0.5056], [1.5342, 0.8280, 0.1831], [0.9624, -1.3059, -0.5105], [3.4812, -0.8754, 0.1848], [-1.4020, -1.9220, 0.4952], [-0.3562, 1.7991, -0.1022], [-0.2464, 1.3921, 1.5936], [-0.7937, -0.3163, -1.3816], [2.2939, 1.5049, 0.4346], [1.3614, -2.1984, -0.5095], [-2.3974, -1.1780, 0.0496]],
  "de_lowest_kcal_mol": 28.5,
  "spin_multiplicity": 3,
  "e_tot_ev": -27854.2117,
  "total_charge": 0,
  "lumo_energy_ev": [0.545, -1.543]
}

[5]
{
  "formula": "C4H18AlAsBClLiO9P2S",
  "method": "wB97M-V/def2-TZVPD",
  "symbols": ["O", "P", "O", "O", "P", "As", "O", "B", "O", "O", "H", "H", "H", "H", "H", "H", "H", "H", "H", "Li", "Al", "Cl", "C", "C", "C", "S", "O", "O", "C", "H", "H", "H", "H", "H", "H", "H", "H", "O", "H"],
  "xyz": [[3.2465, 1.0120, 3.4872], [3.0251, -0.1679, 2.6790], [4.3952, -0.5470, 1.9449], [2.5558, -1.5543, 3.6132], [1.4530, 0.3490, 1.2289], [2.3531, 2.3567, 0.2946], [2.3652, 1.4764, -1.3463], [3.4188, 0.6077, -1.5324], [4.4414, 0.9556, -2.3703], [3.4994, -0.6375, -0.9455], [5.1249, -0.1254, 2.4283], [1.6044, -1.6930, 3.4512], [1.3831, -0.6648, 0.2431], [0.8996, 2.7781, -0.0323], [2.2026, 2.9806, 1.7209], [3.7852, 1.8995, 0.6507], [2.9107, 3.8254, -0.4259], [4.2231, 1.8515, -2.6606], [4.3971, -0.8053, -0.6412], [-0.4513, -0.3115, 2.6276], [2.6927, -3.5045, 4.2436], [2.9485, 4.0912, -1.8474], [-4.7029, -0.0694, -1.4318], [-3.8118, -0.6879, -2.5148], [-2.3563, -0.5244, -2.0592], [-2.4075, -0.4924, -0.2673], [-1.9622, 0.8185, 0.1966], [-1.7924, -1.7012, 0.2683], [-4.1690, -0.5987, -0.1055], [-5.7492, -0.3316, -1.5704], [-4.6203, 1.0208, -1.4626], [-4.0470, -1.7481, -2.6165], [-3.9728, -0.2226, -3.4857], [-1.7315, -1.3531, -2.3847], [-1.9288, 0.4173, -2.4002], [-4.4956, -0.0180, 0.7539], [-4.4211, -1.6571, 0.0376], [-5.4189, -3.1203, 1.0209], [-4.8869, -3.9040, 1.2100]],
  "de_lowest_kcal_mol": 30.7,
  "spin_multiplicity": 1,
  "e_tot_ev": -133109.1963,
  "total_charge": 1,
  "lumo_energy_ev": -6.111
}

[6]
{
  "formula": "C24H30MnN8O4",
  "method": "wB97M-V/def2-TZVPD",
  "symbols": ["Mn", "N", "C", "C", "C", "C", "N", "H", "H", "H", "H", "H", "H", "H", "H", "H", "H", "H", "H", "C", "C", "N", "O", "C", "C", "N", "O", "H", "H", "H", "H", "H", "H", "H", "O", "C", "O", "C", "C", "C", "C", "C", "N", "H", "H", "H", "H", "N", "C", "C", "C", "C", "C", "C", "C", "N", "C", "C", "N", "C", "H", "H", "H", "H", "H", "H", "H"],
  "xyz": [[-0.3509, -0.1472, -0.0977], [1.0705, -0.0371, 1.4327], [0.8254, 0.4949, 2.7875], [-0.5014, -0.0356, 3.3271], [-1.5519, 1.0697, 3.4453], [-1.6995, 1.8612, 2.1445], [-1.7999, 1.0039, 0.9587], [1.3025, -1.0239, 1.4852], [1.8769, 0.4237, 1.0148], [0.7988, 1.5792, 2.6840], [1.6544, 0.2636, 3.4646], [-0.3673, -0.5538, 4.2784], [-0.8871, -0.7777, 2.6289], [-1.2955, 1.7753, 4.2412], [-2.5075, 0.6208, 3.7248], [-0.8494, 2.5286, 1.9867], [-2.5805, 2.5093, 2.2296], [-2.0116, 1.5994, 0.1615], [-2.5403, 0.2929, 1.0529], [0.6840, -4.2063, -1.0301], [0.1784, -2.9537, -0.3944], [0.7814, -1.8158, -0.4851], [1.9283, -1.7790, -1.2896], [-1.0767, -2.9048, 0.3404], [-1.7783, -4.1079, 0.8645], [-1.5511, -1.6849, 0.4812], [-2.7066, -1.5620, 1.0446], [1.1651, -3.9787, -1.9795], [-0.1331, -4.9056, -1.1859], [1.4286, -4.6900, -0.3947], [2.0724, -0.8091, -1.3259], [-1.0959, -4.9515, 0.9566], [-2.6174, -4.4163, 0.2344], [-2.2054, -3.8768, 1.8410], [0.7156, 3.6426, -0.3158], [0.8291, 2.5172, -0.7829], [-0.1078, 1.6865, -1.0104], [2.2628, 2.1069, -1.1956], [3.1854, 3.1428, -1.3303], [4.4788, 2.8621, -1.7239], [4.8355, 1.5428, -1.9524], [3.8654, 0.5728, -1.7825], [2.6021, 0.8322, -1.4319], [2.8514, 4.1455, -1.1103], [5.2018, 3.6578, -1.8444], [5.8347, 1.2637, -2.2516], [4.1160, -0.4714, -1.9360], [0.2080, 1.5781, -10.4296], [-0.0717, 1.3107, -9.3486], [-0.4207, 0.9718, -7.9915], [-1.6092, 0.2987, -7.7307], [-1.9383, -0.0372, -6.4293], [-1.0796, 0.3126, -5.3943], [0.1024, 1.0024, -5.6486], [0.4346, 1.3240, -6.9510], [-1.4116, -0.0301, -4.0621], [-2.6756, -0.2426, -3.5389], [-2.4898, -0.5537, -2.2317], [-1.1428, -0.5581, -1.9433], [-0.5334, -0.2294, -3.0527], [-2.2676, 0.0292, -8.5434], [-2.8463, -0.5849, -6.2272], [0.7440, 1.3151, -4.8379], [1.3480, 1.8613, -7.1604], [-3.5640, -0.1088, -4.1248], [-3.2174, -0.7815, -1.4714], [0.5296, -0.1280, -3.1745]],
  "de_lowest_kcal_mol": 10.8,
  "spin_multiplicity": 2,
  "e_tot_ev": -76804.5197,
  "total_charge": 0,
  "lumo_energy_ev": [-0.153, -0.156]
}